{"formula": "C9H9NO3", "method": "the ωB97M-V functional and the def2-TZVPD basis", "charge": 0, "orbital_gap_ha": 0.189, "max_force_ha_per_bohr": 0.07981, "e_above_lowest_kj_mol": 280.3, "e_lumo_ha": -0.05126, "e_homo_ev": -6.5, "symbols": ["O", "O", "O", "C", "C", "C", "C", "C", "C", "C", "N", "C", "C", "H", "H", "H", "H", "H", "H", "H", "H", "H"], "positions_angstrom": [[1.03, 1.80, 3.76], [-0.16, 3.84, 2.25], [0.91, 1.23, -1.95], [0.36, -0.84, -1.17], [0.84, 0.40, 1.95], [-0.39, 2.33, 0.52], [0.52, 1.62, 2.60], [-0.10, 2.60, 1.84], [0.46, 0.10, 0.72], [-0.25, 1.07, -0.04], [0.77, -1.05, 0.05], [1.50, -2.18, 0.47], [-0.15, 0.54, -1.41], [-0.14, 3.68, 3.26], [0.91, 2.05, -1.50], [0.40, -1.58, -1.98], [1.49, -0.25, 2.49], [-0.49, 3.15, -0.17], [1.86, -2.76, -0.41], [0.98, -2.88, 1.10], [2.41, -1.94, 1.16], [-1.11, 0.75, -1.90]], "lowdin_charge": [-0.077, 0.082, 0.045, 0.112, 0.059, 0.037, -0.398, -0.335, -0.233, -0.141, -0.013, 0.002, -0.318, 0.157, 0.083, 0.163, 0.116, 0.131, 0.117, 0.096, 0.149, 0.166]}